# 1
A structure of composition C26H33F3IN6O2PrS2 in a non-equilibrium geometry, computed with wB97M-V/def2-TZVPD.

The calculation puts the HOMO energy (spin up / spin down) at -7.276 / -7.278 eV. Its spin multiplicity is 3. Its expectation value of S² is 2.00. Its LUMO energy (spin up / spin down) is 0.1 / 0.1 eV. The calculation puts the gap between HOMO and LUMO (spin up / spin down) at 7.3 / 7.3 eV.

Each line ends with the Löwdin spin population.
Geometry (Å):
Pr: 0.05236 1.32680 0.07570  2.02
N: -0.00145 1.52594 -2.79025  0.00
C: -1.24417 1.08003 -3.41356  0.00
C: -2.46558 1.83541 -2.90275  0.00
N: -2.66905 1.62231 -1.43742  0.00
C: -3.44287 2.77697 -0.90356  0.00
C: -3.31097 2.85447 0.62261  0.00
N: -1.90968 2.90534 1.09031  0.00
C: -3.46274 0.37799 -1.20356  0.00
C: -2.60080 -0.77929 -0.70872  0.00
N: -1.88175 -0.47791 0.53594  0.00
H: 0.26093 2.47499 -3.04882  0.00
H: 0.78101 0.87452 -2.92491  0.00
H: -1.35861 0.00622 -3.21514  0.00
H: -1.23226 1.22173 -4.50435  0.00
H: -3.35339 1.52113 -3.48256  0.00
H: -2.32115 2.91259 -3.06784  0.00
H: -4.49971 2.69767 -1.18483  0.00
H: -3.07077 3.70321 -1.32339  0.00
H: -3.83363 2.02908 1.10073  0.00
H: -3.84881 3.77859 0.91997  0.00
H: -1.87096 2.82891 2.10689  0.00
H: -1.54873 3.84240 0.87570  0.00
H: -3.93553 0.03025 -2.12778  0.00
H: -4.26743 0.54658 -0.47403  0.00
H: -1.86045 -1.03581 -1.46886  0.00
H: -3.27058 -1.64505 -0.60226  0.00
H: -1.44062 -1.32793 0.89492  0.00
H: -2.53031 -0.13505 1.24201  0.00
O: 1.24283 4.57205 3.16166  0.00
C: 2.28583 3.92686 3.73972  0.00
C: 3.21870 4.67486 4.48417  0.00
C: 4.30169 4.05317 5.09160  0.00
C: 4.47285 2.66405 4.96335  0.00
C: 3.54873 1.90341 4.26177  0.00
C: 2.44664 2.51466 3.61561  0.00
C: 1.45560 1.75636 2.86508  0.00
O: 0.48015 2.34958 2.25595  0.00
N: 1.71063 0.45609 2.78569  0.00
N: 0.87069 -0.33482 2.14968  0.00
C: 1.14236 -1.62216 2.41212  0.00
S: 0.25236 -2.98773 1.79001  0.00
C: 0.93720 -4.13432 3.02053  0.00
C: 2.36286 -3.70458 3.38889  0.00
S: 2.36353 -1.93335 3.55866  0.00
H: 0.71930 3.84082 2.71906  0.00
H: 3.07240 5.74435 4.54685  0.00
H: 5.02275 4.62980 5.65507  0.00
H: 5.32100 2.16592 5.41370  0.00
H: 3.67900 0.82957 4.17993  0.00
H: 0.91219 -5.12904 2.57574  0.00
H: 0.27835 -4.10311 3.89725  0.00
H: 3.08790 -3.99675 2.62357  0.00
H: 2.69760 -4.08487 4.34755  0.00
F: 0.62529 -7.31708 -4.80016  0.00
C: -0.42585 -6.39207 -4.75537  0.00
F: -1.51164 -7.02852 -4.13669  0.00
F: -0.78075 -6.06517 -6.06012  0.00
C: -0.02115 -5.14887 -3.98912  0.00
C: 0.20219 -5.27067 -2.59476  0.00
C: 0.54221 -4.15737 -1.85239  0.00
C: 0.63448 -2.89878 -2.49297  0.00
C: 0.47459 -2.79927 -3.89838  0.00
C: 0.11859 -3.90217 -4.64852  0.00
C: 0.89103 -1.73603 -1.74866  0.00
C: 0.99463 -0.68238 -1.07545  0.00
H: 0.12539 -6.25139 -2.14450  0.00
H: 0.71440 -4.22333 -0.78672  0.00
H: 0.63059 -1.82555 -4.35644  0.00
H: -0.01734 -3.81633 -5.72311  0.00
I: -0.15444 4.88203 -1.42932  0.00
C: 1.33904 3.59305 -0.58816  0.00
H: 1.77239 4.11379 0.27235  0.00
H: 2.10088 3.50321 -1.37493  0.00

Cartesian forces (eV/Å) of the 6 atoms listed first:
Pr -0.0945 0.8966 -0.0924
N 0.2142 -0.0915 0.7052
C -0.0042 -0.0359 -0.4338
C 0.3663 -0.0456 0.5223
N -0.9635 0.3235 -0.5181
C 0.5699 -0.6320 0.6671

=====

# 2
A structure of composition C26H33O5Sc in a non-equilibrium geometry, computed with wB97M-V/def2-TZVPD.

The calculation puts the HOMO energy at -7.936 eV. Its spin multiplicity is 1. Its LUMO energy is 0.4 eV. The calculation puts the gap between HOMO and LUMO at 8.3 eV.

Each line ends with the Mulliken charge.
Geometry (Å):
O: -1.02517 -0.92544 -2.32740  0.32
C: -1.43964 0.21502 -3.16278  -0.81
C: -0.85108 -0.27095 -4.43402  -0.63
H: -0.98009 1.14316 -2.87539  -0.11
H: -2.52354 0.30622 -3.18385  0.61
C: -0.67389 -1.57335 -3.62246  1.51
H: 0.11670 0.15069 -4.73327  0.32
H: -1.56018 -0.30878 -5.27577  0.34
C: 0.66278 -2.17730 -3.49985  -2.03
H: 1.35139 -1.52209 -3.00072  0.19
H: 1.09545 -2.32768 -4.49155  0.51
H: 0.57265 -3.13385 -3.01177  0.41
C: -1.72777 -2.49017 -4.18806  -1.79
H: -2.75175 -2.07670 -4.11699  0.36
H: -1.69630 -3.51301 -3.79172  0.32
H: -1.53196 -2.55281 -5.26540  0.41
Sc: -0.72262 -0.97121 0.46843  -0.21
C: -2.81966 -1.32930 1.19052  -0.50
C: -2.70583 0.08911 1.38329  -0.54
C: -2.62517 0.72530 0.11745  -0.43
H: -2.85241 0.58822 2.33758  0.45
C: -2.67119 -0.32093 -0.84365  0.19
C: -2.81205 -1.58510 -0.21514  -1.17
H: -2.91524 -2.55488 -0.70894  0.61
H: -2.95118 -2.08545 1.95893  0.56
H: -2.67469 1.80551 -0.09399  0.46
H: -2.91501 -0.16210 -1.87030  0.75
C: 0.74772 -2.66280 1.52727  -0.18
C: -0.24696 -3.23166 0.66718  -1.25
C: 0.13696 -2.93079 -0.67638  -0.45
H: -1.07269 -3.87970 0.95744  0.65
C: 1.40594 -2.26702 -0.63382  0.10
C: 1.73028 -2.00664 0.72664  -1.23
H: 2.65554 -1.53833 1.07605  0.45
H: 0.84160 -2.90724 2.58401  0.39
H: -0.35922 -3.31309 -1.56206  0.51
H: 2.07657 -2.14288 -1.48895  0.98
O: 2.10918 1.77423 -0.07939  -0.56
C: 1.25704 1.04456 -1.03250  0.69
C: 1.17167 2.18534 -2.02048  -0.24
H: 0.17817 0.85367 -0.70023  -0.27
H: 1.65239 0.05916 -1.40476  0.27
C: 1.04285 3.50030 -1.19101  -0.85
H: 0.24024 2.06172 -2.55742  0.03
H: 2.01402 2.29952 -2.69614  0.43
C: 1.37589 3.01400 0.19721  -0.54
H: 0.02703 3.93857 -1.18880  0.36
H: 1.73465 4.28819 -1.49885  0.22
H: 0.41964 2.84638 0.74928  0.15
H: 2.03905 3.70387 0.75107  0.57
O: 2.44516 2.37331 2.68030  -0.65
C: 1.88507 2.05538 3.84250  0.48
C: 2.31220 2.73758 4.99288  -0.80
C: 1.74895 2.36965 6.20541  -0.25
C: 0.88537 1.27123 6.32934  -0.88
C: 0.51178 0.57773 5.18698  -0.34
C: 0.93982 1.00157 3.94758  0.03
C: 0.31003 0.41286 2.75488  1.02
O: -0.33963 -0.69510 2.73024  -0.69
O: 0.39517 1.09676 1.67573  -0.32
H: 1.95090 1.87380 1.97251  0.41
H: 3.05252 3.52926 4.91507  0.43
H: 1.98962 2.92888 7.09666  0.38
H: 0.47720 0.94242 7.28038  0.39
H: -0.11428 -0.30686 5.14096  0.47

Cartesian forces (eV/Å) of the 6 atoms listed first:
O 0.3480 0.7738 -2.8774
C 0.0996 1.0285 0.4698
C 0.8055 -0.7418 -0.2719
H -0.4952 0.1778 0.7146
H 0.2191 0.2209 -0.5206
C -0.4793 0.0912 -0.8352

=====

# 3
A structure of composition C26H33O5Tc in a non-equilibrium geometry, computed with wB97M-V/def2-TZVPD.

The calculation puts the HOMO energy (spin up / spin down) at -9.559 / -10.958 eV. Its spin multiplicity is 4. Its expectation value of S² is 3.79. Its LUMO energy (spin up / spin down) is -3.2 / -6.9 eV. The charge is +1. The calculation puts the gap between HOMO and LUMO (spin up / spin down) at 6.3 / 4.0 eV.

Each line ends with the Löwdin spin population.
Geometry (Å):
O: -3.03818 3.08254 -1.22106  0.00
C: -2.56288 3.76124 -2.44060  0.00
C: -3.78384 4.64501 -2.58559  0.00
H: -2.43670 3.02017 -3.23811  0.00
H: -1.63894 4.33727 -2.28717  0.00
C: -4.27529 3.84977 -1.36316  0.00
H: -4.36475 4.49516 -3.49517  0.00
H: -3.60844 5.70496 -2.39158  0.00
C: -5.46200 2.97767 -1.73676  0.00
H: -5.22035 2.34794 -2.60156  0.00
H: -6.33433 3.60734 -1.97173  0.00
H: -5.72836 2.33484 -0.89368  0.00
C: -4.54849 4.72084 -0.15398  0.00
H: -3.65450 5.29494 0.10839  0.00
H: -4.84130 4.08143 0.68255  0.00
H: -5.37006 5.41954 -0.35713  0.00
Tc: 0.75991 -1.00324 1.80621  1.41
C: 1.72337 -0.51651 3.71788  0.00
C: 2.83663 -0.53630 2.81941  0.07
C: 2.60423 0.43196 1.79600  0.09
H: 3.73284 -1.13798 2.95984  0.00
C: 1.34535 1.07743 2.06141  0.05
C: 0.81301 0.51675 3.26821  0.00
H: -0.06125 0.88973 3.80408  0.00
H: 1.64386 -1.11490 4.62951  0.00
H: 3.26627 0.64576 0.95334  0.01
H: 0.92821 1.91279 1.52320  0.01
C: -0.21543 -2.87919 2.67944  0.02
C: -0.73888 -1.65177 3.20323  0.00
C: -1.31952 -0.89509 2.11427  0.00
H: -0.76818 -1.40498 4.26064  0.00
C: -1.18354 -1.70395 0.91731  0.08
C: -0.51712 -2.92174 1.28034  0.10
H: -0.30302 -3.75402 0.61219  0.01
H: 0.26366 -3.66358 3.26101  0.00
H: -1.83896 0.05402 2.17894  0.00
H: -1.55913 -1.45342 -0.06702  0.01
O: -1.75698 0.97863 -2.03276  0.00
C: -1.43827 1.37065 -0.67715  0.01
C: -0.43149 2.51157 -0.68360  0.00
H: -0.91420 0.49078 -0.24643  0.01
H: -2.34121 1.53312 -0.07494  0.00
C: 0.25732 2.33156 -2.04570  0.00
H: 0.28870 2.33771 0.11284  0.00
H: -0.90007 3.48681 -0.53664  0.00
C: -0.55502 1.26348 -2.79251  0.00
H: 1.24213 1.90423 -1.84263  0.00
H: 0.40747 3.26152 -2.60114  0.00
H: 0.06790 0.35277 -2.81628  0.00
H: -0.81679 1.54680 -3.81933  0.00
O: 3.26489 -2.96845 -1.73814  0.26
C: 3.89326 -3.96780 -1.10091  0.17
C: 4.71548 -4.82939 -1.85838  0.14
C: 5.39315 -5.86744 -1.22767  0.01
C: 5.28073 -6.04607 0.16031  0.25
C: 4.47442 -5.18587 0.91129  0.02
C: 3.74816 -4.15957 0.30311  0.13
C: 2.85922 -3.27230 1.10890  0.01
O: 2.79241 -3.44075 2.33568  0.03
O: 2.19766 -2.34138 0.45619  0.09
H: 2.71012 -2.52269 -1.00885  0.00
H: 4.79088 -4.65141 -2.93115  0.00
H: 6.01835 -6.53357 -1.82506  0.00
H: 5.82308 -6.85851 0.64730  0.01
H: 4.38479 -5.29688 1.99053  0.00

Cartesian forces (eV/Å) of the 6 atoms listed first:
O -1.1749 2.2525 -1.4151
C 0.6428 -0.3487 -0.2299
C 0.0692 -0.2736 0.3600
H 0.0943 0.2334 0.1744
H -0.1252 -0.4151 0.0647
C -1.1483 0.6702 -0.1580

=====

Molar mass for the records above, in order: 850.53, 470.50, 523.55 g/mol
E_tot for the records above, in order: -3400.2544, -2147.3885, -1467.1291 a.u.